[1]
{
  "formula": "C19H29F3N4O7P",
  "method": "ωB97M-V/def2-TZVPD",
  "multiplicity": 1,
  "e_above_lowest_kcal_mol": 0.0,
  "e_homo_ev": -12.08,
  "lumo_ev": -3.3,
  "total_charge": 1,
  "species": ["N", "P", "N", "C", "N", "C", "C", "C", "O", "C", "F", "F", "F", "C", "C", "C", "C", "C", "N", "C", "H", "H", "H", "H", "H", "H", "H", "H", "H", "H", "H", "H", "H", "C", "C", "O", "C", "O", "O", "C", "H", "H", "H", "H", "H", "H", "H", "H", "C", "C", "O", "C", "O", "O", "C", "H", "H", "H", "H", "H", "H", "H", "H"],
  "positions_angstrom": [[-0.0700, -8.5813, -0.1038], [-0.4606, -7.4585, 0.8781], [0.6593, -6.0984, 0.6847], [1.7474, -6.2989, -0.0477], [2.3896, -5.1513, -0.1458], [1.7157, -4.1505, 0.5314], [2.1592, -2.7262, 0.5749], [3.6201, -2.5073, 0.2154], [4.5005, -2.9924, 1.1968], [3.9088, -1.0173, 0.0698], [3.7863, -0.3665, 1.2292], [3.0398, -0.4765, -0.8058], [5.1394, -0.8209, -0.3961], [0.6148, -4.7448, 1.0643], [-0.4895, -4.1805, 1.8383], [-1.0615, -2.9530, 1.5091], [-2.1273, -2.5041, 2.2597], [-2.5961, -3.2953, 3.3021], [-2.0420, -4.4518, 3.6495], [-1.0028, -4.8653, 2.9354], [0.2011, -9.4490, 0.3420], [-0.4205, -7.7423, 2.2441], [-1.6517, -6.7853, 0.6118], [2.0091, -7.2370, -0.5050], [3.2259, -5.0277, -0.6944], [1.9685, -2.3297, 1.5715], [1.5439, -2.1599, -0.1245], [3.8346, -2.9224, -0.7752], [4.8502, -3.8607, 0.9798], [-0.7040, -2.3788, 0.6668], [-2.6081, -1.5636, 2.0370], [-3.4467, -2.9676, 3.8820], [-0.5348, -5.7801, 3.2787], [-4.4031, 3.4971, -0.2351], [-4.0679, 2.4756, 0.8281], [-2.7504, 1.9210, 0.6359], [-1.7494, 2.6881, 1.0629], [-1.8499, 3.7519, 1.6097], [-0.5993, 2.0564, 0.7941], [0.5708, 2.7858, 1.1801], [-4.2878, 3.0645, -1.2295], [-5.4341, 3.8293, -0.1186], [-3.7529, 4.3675, -0.1583], [-4.7357, 1.6184, 0.7692], [-4.1353, 2.9004, 1.8288], [0.5229, 3.0865, 2.2239], [0.6975, 3.6627, 0.5490], [1.4145, 2.1168, 1.0335], [0.5639, 3.8704, -2.4589], [-0.4781, 4.8217, -1.9084], [-0.0022, 6.1725, -1.8886], [-0.0349, 6.8006, -3.0665], [-0.4298, 6.3342, -4.1033], [0.4922, 8.0098, -2.9042], [0.5739, 8.7903, -4.1024], [1.5017, 3.9718, -1.9099], [0.2158, 2.8400, -2.3714], [0.7629, 4.0791, -3.5088], [-0.6991, 4.5818, -0.8694], [-1.4091, 4.7649, -2.4716], [-0.3975, 8.8552, -4.5865], [1.2979, 8.3545, -4.7883], [0.9039, 9.7757, -3.7897]],
  "nbo_charge": [-1.2620, 1.4823, -0.6047, 0.2752, -0.4668, 0.1561, -0.4817, 0.0212, -0.6862, 0.9650, -0.3068, -0.3242, -0.3001, 0.2036, -0.1718, -0.1419, -0.2300, 0.0685, -0.3827, 0.0401, 0.4093, -0.0290, -0.0290, 0.2820, 0.4441, 0.2707, 0.2604, 0.1784, 0.4825, 0.2276, 0.2452, 0.2148, 0.1878, -0.6407, -0.0713, -0.5053, 0.9779, -0.6328, -0.5099, -0.2575, 0.2127, 0.2261, 0.2279, 0.1872, 0.2006, 0.2027, 0.1932, 0.1916, -0.6433, -0.0724, -0.4947, 0.9815, -0.6486, -0.4909, -0.2561, 0.2078, 0.2129, 0.2320, 0.1858, 0.1980, 0.1979, 0.1905, 0.1993]
}

=====

[2]
{
  "formula": "C19H29F6IrN6O2P",
  "method": "ωB97M-V/def2-TZVPD",
  "multiplicity": 5,
  "e_above_lowest_kcal_mol": 0.0,
  "e_homo_ev": [-16.73, -17.39],
  "lumo_ev": [-8.0, -10.5],
  "total_charge": 3,
  "species": ["Ir", "N", "C", "C", "C", "N", "C", "C", "N", "C", "H", "H", "H", "H", "H", "H", "H", "H", "H", "H", "H", "H", "H", "H", "H", "H", "F", "P", "F", "F", "F", "F", "F", "C", "C", "C", "C", "C", "N", "C", "O", "N", "C", "C", "C", "C", "N", "C", "C", "C", "H", "H", "H", "H", "H", "H", "H", "H", "H", "H", "H", "H", "H", "O"],
  "positions_angstrom": [[1.6072, -1.4196, -0.7062], [3.2230, -4.8464, 0.0099], [4.3086, -4.1745, 0.8422], [5.1620, -3.1949, 0.0335], [4.7571, -1.7214, 0.0249], [3.7097, -1.3588, -0.9953], [4.3706, -1.2239, 1.4128], [3.3460, -2.1022, 2.1206], [1.9829, -1.8582, 1.5704], [3.7606, -3.5695, 2.1299], [3.6319, -5.3664, -0.7709], [2.5413, -4.1563, -0.3875], [2.6919, -5.5175, 0.5688], [4.9438, -5.0141, 1.1178], [5.3655, -3.5656, -0.9751], [6.1364, -3.2089, 0.5294], [5.6469, -1.1766, -0.2942], [3.9477, -1.7942, -1.8874], [3.8238, -0.3538, -1.1555], [4.0183, -0.1900, 1.3610], [5.2751, -1.2044, 2.0231], [3.3131, -1.8034, 3.1706], [1.6976, -0.9347, 1.8985], [1.3201, -2.5255, 1.9602], [2.9885, -4.2046, 2.5744], [4.5928, -3.6199, 2.8370], [1.8584, 0.4559, -0.1425], [1.0110, 2.5633, 0.1075], [0.3164, 1.8268, 1.3387], [1.8522, 2.7681, -1.1939], [0.4380, 3.9757, 0.3116], [2.3157, 2.6652, 0.9628], [-0.1570, 1.9636, -0.7969], [-4.1110, 6.0093, -2.2200], [-4.3515, 4.7569, -1.4705], [-3.3040, 4.1101, -0.7608], [-3.5132, 2.9583, -0.0645], [-4.8208, 2.3944, -0.0362], [-5.1452, 1.2922, 0.6726], [-4.4161, 0.5579, 1.6601], [-4.9711, 0.2622, 2.6732], [-3.0901, 0.2245, 1.4198], [-2.4709, -0.2183, 0.2422], [-3.0974, -0.3311, -0.9962], [-2.3676, -0.7751, -2.0832], [-1.0431, -1.1253, -1.9221], [-0.4458, -1.0424, -0.7224], [-1.1348, -0.5908, 0.3314], [-5.8809, 3.0291, -0.7590], [-5.6459, 4.1712, -1.4521], [-3.1440, 6.4512, -1.9954], [-4.9040, 6.7349, -2.0265], [-4.1543, 5.7987, -3.2958], [-2.3227, 4.5645, -0.7623], [-2.7090, 2.5021, 0.4948], [-6.1393, 1.1169, 0.7910], [-2.7009, -0.1500, 2.2762], [-4.1448, -0.0927, -1.1171], [-2.8266, -0.8694, -3.0569], [-0.4526, -1.4961, -2.7486], [-0.6044, -0.4972, 1.2684], [-6.8720, 2.5920, -0.7318], [-6.4514, 4.6550, -1.9896], [1.4381, -3.1066, -1.2187]],
  "mulliken_spin": [1.8594, 0.0047, -0.0026, 0.0017, -0.0199, 0.0362, 0.0422, -0.0472, 0.2357, 0.0028, -0.0012, 0.0203, -0.0006, 0.0012, 0.0015, -0.0002, -0.0012, -0.0017, 0.0018, -0.0027, -0.0002, 0.0062, -0.0085, -0.0132, 0.0011, 0.0006, 0.0533, -0.0079, -0.0002, -0.0002, 0.0001, -0.0003, 0.0001, 0.0155, 0.2032, 0.0840, 0.0823, 0.2277, 0.2019, -0.0214, 0.0452, -0.0023, 0.0203, -0.0019, -0.0018, -0.0063, 0.0009, -0.0004, 0.0804, 0.0171, -0.0022, 0.0205, 0.0395, 0.0087, 0.0094, -0.0119, 0.0002, -0.0040, 0.0003, 0.0151, -0.0056, -0.0014, 0.0013, 0.8245]
}

=====

[3]
{
  "formula": "C19H29N2O4",
  "method": "ωB97M-V/def2-TZVPD",
  "multiplicity": 1,
  "e_above_lowest_kcal_mol": 20.5,
  "smiles": "C=CCc1ccccc1OC[C@H](O)C[NH+]1CCN(C(=O)OCC)CC1",
  "e_homo_ev": -11.91,
  "lumo_ev": -2.3,
  "total_charge": 1,
  "species": ["C", "C", "C", "C", "C", "C", "C", "C", "C", "O", "C", "C", "O", "C", "N", "C", "C", "N", "C", "O", "O", "C", "C", "C", "C", "H", "H", "H", "H", "H", "H", "H", "H", "H", "H", "H", "H", "H", "H", "H", "H", "H", "H", "H", "H", "H", "H", "H", "H", "H", "H", "H", "H", "H"],
  "positions_angstrom": [[3.5100, -4.4387, -1.7252], [2.7263, -3.4902, -1.2509], [1.2945, -3.6994, -0.8494], [1.0925, -3.3739, 0.6060], [1.9094, -3.9497, 1.5739], [1.7507, -3.6548, 2.9143], [0.7681, -2.7662, 3.3203], [-0.0562, -2.1822, 2.3773], [0.1091, -2.4883, 1.0338], [-0.7197, -1.8554, 0.0848], [-2.0331, -2.3921, -0.0087], [-2.8930, -1.4656, -0.8906], [-2.3587, -1.3264, -2.1828], [-3.0165, -0.0566, -0.2872], [-1.6860, 0.5771, -0.1271], [-1.5854, 1.4753, 1.0434], [-0.1264, 1.9047, 1.2155], [0.3501, 2.5298, 0.0097], [0.5735, 3.8872, 0.0017], [0.4890, 4.5555, 0.9984], [0.9068, 4.3231, -1.2150], [1.2086, 5.7238, -1.3246], [-0.0535, 6.5581, -1.4716], [0.2277, 1.7096, -1.1672], [-1.2300, 1.2815, -1.3485], [4.5315, -4.2459, -2.0022], [3.1612, -5.4489, -1.8649], [3.0991, -2.4834, -1.1151], [1.0181, -4.7420, -1.0272], [0.6517, -3.0597, -1.4602], [2.6778, -4.6376, 1.2559], [2.3944, -4.1162, 3.6463], [0.6424, -2.5283, 4.3646], [-0.8293, -1.4900, 2.6825], [-1.9901, -3.3937, -0.4559], [-2.4860, -2.4842, 0.9861], [-3.9053, -1.8960, -0.9309], [-2.3645, -2.1736, -2.6422], [-3.6367, 0.5610, -0.9399], [-3.4994, -0.1329, 0.6881], [-1.0288, -0.2381, 0.0229], [-1.9276, 0.9530, 1.9378], [-2.2194, 2.3492, 0.8770], [-0.0394, 2.6325, 2.0254], [0.4966, 1.0325, 1.4479], [1.8396, 5.7985, -2.2115], [1.7687, 6.0335, -0.4382], [0.2205, 7.5978, -1.6212], [-0.6364, 6.2217, -2.3260], [-0.6584, 6.4842, -0.5711], [0.5621, 2.2757, -2.0352], [0.8635, 0.8226, -1.0579], [-1.3320, 0.6043, -2.1966], [-1.8646, 2.1578, -1.5011]],
  "nbo_charge": [-0.3749, -0.1777, -0.4699, -0.0702, -0.1753, -0.1921, -0.1982, -0.2771, 0.3266, -0.5816, -0.0914, 0.0641, -0.7249, -0.2330, -0.4079, -0.2308, -0.2428, -0.4638, 0.9009, -0.6363, -0.5214, -0.0703, -0.6372, -0.2362, -0.2444, 0.2101, 0.1946, 0.1982, 0.2280, 0.2216, 0.2325, 0.2295, 0.2280, 0.2054, 0.2014, 0.1965, 0.2049, 0.4952, 0.2407, 0.2319, 0.4845, 0.2257, 0.2293, 0.2806, 0.2048, 0.1978, 0.2065, 0.2302, 0.2088, 0.2226, 0.2685, 0.2034, 0.2658, 0.2188]
}

=====

[4]
{
  "formula": "C19H29N3O",
  "method": "ωB97M-V/def2-TZVPD",
  "multiplicity": 1,
  "e_above_lowest_kcal_mol": 41.0,
  "smiles": "COCCCCCCCCCCc1cc2nccnc2cc1N",
  "e_homo_ev": -8.32,
  "lumo_ev": 0.1,
  "species": ["C", "O", "C", "C", "C", "C", "C", "C", "C", "C", "C", "C", "C", "C", "C", "N", "C", "C", "N", "C", "C", "C", "N", "H", "H", "H", "H", "H", "H", "H", "H", "H", "H", "H", "H", "H", "H", "H", "H", "H", "H", "H", "H", "H", "H", "H", "H", "H", "H", "H", "H", "H"],
  "positions_angstrom": [[1.3139, 4.1287, 3.9091], [1.8336, 4.9665, 2.8974], [0.8688, 5.7511, 2.2278], [-0.0129, 4.9455, 1.2664], [0.4871, 4.9991, -0.1797], [0.0296, 3.8542, -1.0858], [-1.4798, 3.5527, -1.0415], [-1.8748, 2.3424, -0.2030], [-1.4165, 1.0044, -0.7774], [-1.9644, -0.2028, -0.0009], [-1.0235, -1.4184, 0.0451], [-1.4955, -2.5957, -0.8219], [-0.4491, -3.6645, -0.9598], [-0.3269, -4.6306, -0.0058], [0.6485, -5.6416, -0.0925], [0.7286, -6.5919, 0.8762], [1.6547, -7.5002, 0.7260], [2.5380, -7.5080, -0.3900], [2.4846, -6.6066, -1.3326], [1.5284, -5.6452, -1.2035], [1.4144, -4.6368, -2.1716], [0.4631, -3.6600, -2.0591], [0.3297, -2.6750, -3.0572], [0.2355, 3.9865, 3.8109], [1.8018, 3.1556, 3.8561], [1.5106, 4.5643, 4.8930], [1.4407, 6.4892, 1.6622], [0.2594, 6.3060, 2.9509], [-0.0295, 3.9063, 1.6007], [-1.0397, 5.3114, 1.3310], [1.5798, 5.0065, -0.1525], [0.1814, 5.9475, -0.6310], [0.2932, 4.1223, -2.1104], [0.5961, 2.9578, -0.8268], [-1.8424, 3.3766, -2.0585], [-2.0168, 4.4344, -0.6843], [-2.9646, 2.3102, -0.1005], [-1.4814, 2.4282, 0.8154], [-0.3248, 0.9609, -0.7850], [-1.7385, 0.9510, -1.8222], [-2.1954, 0.1180, 1.0163], [-2.9056, -0.5132, -0.4593], [-0.0226, -1.1291, -0.2879], [-0.9156, -1.7717, 1.0713], [-1.7678, -2.2109, -1.8067], [-2.3957, -3.0303, -0.3855], [-1.0056, -4.6539, 0.8392], [1.7354, -8.2752, 1.4810], [3.2897, -8.2864, -0.4730], [2.1004, -4.6419, -3.0103], [1.1580, -2.6335, -3.6364], [0.1842, -1.7539, -2.6633]],
  "nbo_charge": [-0.2540, -0.5443, -0.0541, -0.4423, -0.3892, -0.3971, -0.4018, -0.3859, -0.3951, -0.4019, -0.3827, -0.4293, -0.0278, -0.1919, 0.1496, -0.3775, -0.0110, 0.0101, -0.3724, 0.1038, -0.2561, 0.1827, -0.7984, 0.1677, 0.1862, 0.1743, 0.1868, 0.1609, 0.2045, 0.2026, 0.2049, 0.1939, 0.2075, 0.1941, 0.2007, 0.2025, 0.2012, 0.1922, 0.1900, 0.1945, 0.2036, 0.2019, 0.1897, 0.2090, 0.2127, 0.2175, 0.2195, 0.1930, 0.1931, 0.2176, 0.3738, 0.3706]
}

=====

E_tot readings, ordered: -2127.849897 -2264.554116 -1151.640171 -980.882144 Ha
F_max readings, ordered: 0.99 0.63 0.99 0.44 eV/Å